Record 1
{
  "formula": "C16H48N4O6",
  "method": "wB97M-V/def2-TZVPD",
  "e_homo_ev": -9.17,
  "energy_ev": -35614.5584,
  "fmax_ev_per_a": 1.26,
  "de_lowest_ev": 0.000,
  "orbital_gap_ev": 9.71,
  "smiles": "COC[C@H](C)N.COC[C@H](C)N.COC[C@H](C)N.COC[C@H](C)N.O.O",
  "symbols": ["C", "O", "C", "C", "C", "N", "H", "H", "H", "H", "H", "H", "H", "H", "H", "H", "H", "C", "O", "C", "C", "C", "N", "H", "H", "H", "H", "H", "H", "H", "H", "H", "H", "H", "C", "O", "C", "C", "C", "N", "H", "H", "H", "H", "H", "H", "H", "H", "H", "H", "H", "C", "O", "C", "C", "C", "N", "H", "H", "H", "H", "H", "H", "H", "H", "H", "H", "H", "O", "H", "H", "O", "H", "H"],
  "positions_angstrom": [[3.550, 1.266, 1.540], [2.774, 0.119, 1.800], [2.780, -0.252, 3.167], [1.889, -1.474, 3.337], [1.797, -1.854, 4.806], [2.364, -2.628, 2.575], [4.568, 1.146, 1.931], [3.103, 2.158, 1.990], [3.619, 1.380, 0.461], [3.808, -0.496, 3.482], [2.440, 0.588, 3.791], [0.893, -1.193, 2.985], [1.243, -2.791, 4.895], [1.246, -1.125, 5.401], [2.788, -2.019, 5.234], [3.325, -2.825, 2.838], [2.372, -2.416, 1.585], [-1.849, 2.186, 6.521], [-2.598, 1.527, 5.531], [-1.808, 0.672, 4.734], [-2.698, -0.053, 3.734], [-3.746, -0.880, 4.457], [-1.903, -0.885, 2.825], [-1.248, 2.996, 6.089], [-1.175, 1.494, 7.041], [-2.542, 2.599, 7.252], [-1.056, 1.270, 4.200], [-1.304, -0.080, 5.363], [-3.181, 0.716, 3.126], [-4.240, -1.554, 3.759], [-4.468, -0.217, 4.928], [-3.276, -1.494, 5.231], [-1.270, -0.292, 2.293], [-1.336, -1.551, 3.339], [1.578, 1.239, -2.274], [2.445, 0.509, -3.123], [1.841, 0.008, -4.297], [2.941, -0.412, -5.256], [2.418, -0.566, -6.666], [3.645, -1.645, -4.852], [0.772, 0.675, -1.791], [1.118, 2.059, -2.833], [2.214, 1.621, -1.477], [1.199, -0.851, -4.067], [1.270, 0.813, -4.785], [3.717, 0.358, -5.237], [3.241, -0.820, -7.335], [2.014, 0.374, -7.051], [1.654, -1.344, -6.729], [4.106, -1.483, -3.963], [2.974, -2.387, -4.675], [-1.524, -0.456, -5.683], [-2.355, -0.516, -4.548], [-1.708, -0.160, -3.361], [-2.719, -0.292, -2.232], [-3.873, 0.680, -2.353], [-2.020, -0.187, -0.928], [-0.682, -1.144, -5.543], [-1.128, 0.552, -5.855], [-2.110, -0.754, -6.548], [-0.839, -0.799, -3.158], [-1.377, 0.892, -3.340], [-3.135, -1.307, -2.322], [-4.291, 0.656, -3.357], [-3.543, 1.713, -2.197], [-4.656, 0.496, -1.618], [-1.332, -0.937, -0.905], [-2.657, -0.439, -0.178], [-1.336, 2.911, -1.580], [-1.848, 2.093, -1.599], [-1.391, 3.208, -0.667], [0.031, 0.726, 1.015], [0.860, 0.232, 0.983], [-0.378, 0.643, 0.144]],
  "forces_ev_per_angstrom": [[0.2, 0.0, 0.0], [0.0, -0.2, 0.0], [0.0, 0.1, 0.0], [0.2, 0.2, 0.2], [-0.4, -0.3, 0.1], [-0.2, 0.1, -0.1], [-0.1, 0.0, 0.0], [0.0, 0.0, 0.0], [-0.1, 0.1, 0.0], [0.0, 0.0, 0.0], [-0.1, 0.0, -0.1], [0.0, -0.2, -0.1], [0.1, 0.0, -0.1], [0.2, 0.2, 0.0], [0.0, 0.1, 0.1], [0.0, -0.1, 0.0], [0.1, 0.0, 0.0], [0.1, 0.0, 0.0], [-0.1, -0.2, 0.2], [-0.1, 0.2, -0.1], [0.3, -0.1, -0.1], [0.1, 0.0, -0.1], [-0.1, 0.2, -0.1], [0.0, 0.0, 0.0], [0.0, 0.0, 0.0], [0.0, 0.1, -0.1], [0.1, -0.1, 0.0], [0.1, 0.1, 0.0], [-0.1, -0.1, 0.0], [-0.1, 0.1, 0.0], [-0.1, -0.1, 0.1], [0.0, 0.0, 0.0], [0.1, -0.1, 0.0], [-0.1, 0.0, 0.1], [0.3, 0.2, -0.1], [-0.2, -0.3, 0.3], [0.4, 0.5, -0.1], [0.5, -0.5, 0.2], [0.2, 0.2, -0.4], [-0.2, 0.2, 0.1], [0.1, -0.4, -0.3], [0.0, 0.1, 0.2], [-0.1, 0.2, 0.0], [-0.2, 0.1, -0.1], [-0.3, -0.1, 0.2], [-0.2, 0.2, 0.0], [0.0, -0.2, 0.1], [-0.2, -0.1, 0.2], [0.0, 0.0, 0.0], [0.0, 0.0, 0.0], [0.0, 0.0, -0.1], [0.3, -0.1, 0.2], [-0.2, 0.1, -0.2], [-0.3, 0.6, 0.7], [-0.3, -1.2, 0.3], [0.2, 0.6, 0.1], [0.0, 0.0, -0.4], [0.0, 0.0, -0.2], [0.0, 0.0, 0.1], [0.0, -0.1, 0.0], [0.0, -0.1, -0.1], [0.2, -0.1, -0.5], [0.0, 0.1, -0.1], [-0.1, -0.2, 0.0], [0.0, 0.0, 0.0], [0.0, -0.2, 0.0], [0.0, 0.0, 0.0], [-0.1, 0.2, 0.0], [0.0, 0.1, -0.2], [0.2, 0.0, 0.3], [0.0, 0.0, 0.1], [0.0, 0.0, 0.1], [0.2, 0.2, 0.1], [-0.2, 0.1, -0.1]]
}

***

Record 2
{
  "formula": "C26H43F3FeO2P2",
  "method": "wB97M-V/def2-TZVPD",
  "charge": 1,
  "e_homo_ev": [-10.32, -11.39],
  "energy_ev": -92863.2974,
  "s2": 8.770,
  "fmax_ev_per_a": 2.23,
  "orbital_gap_ev": [7.37, 6.00],
  "spin_multiplicity": 6,
  "symbols": ["Fe", "C", "C", "C", "C", "C", "C", "H", "H", "H", "C", "H", "H", "H", "C", "H", "H", "H", "C", "H", "H", "H", "C", "H", "H", "H", "C", "C", "C", "C", "C", "C", "C", "C", "H", "H", "H", "H", "H", "H", "H", "H", "H", "H", "H", "H", "P", "P", "C", "C", "H", "H", "H", "H", "C", "H", "H", "H", "C", "H", "H", "H", "C", "H", "H", "H", "C", "H", "H", "H", "F", "C", "F", "F", "C", "O", "O"],
  "positions_angstrom": [[-0.701, -0.946, -0.153], [-2.378, -1.566, 1.257], [-2.671, -1.810, -0.132], [-0.969, -3.246, 0.514], [-1.354, -2.482, 1.651], [-1.747, -2.817, -0.614], [-3.205, -0.802, 2.221], [-3.775, -0.014, 1.720], [-2.579, -0.332, 2.985], [-3.914, -1.462, 2.740], [-0.828, -2.705, 3.010], [-1.149, -1.912, 3.698], [0.272, -2.709, 2.987], [-1.166, -3.674, 3.419], [-0.044, -4.391, 0.592], [-0.488, -5.212, 1.177], [0.878, -4.085, 1.098], [0.209, -4.787, -0.396], [-1.826, -3.527, -1.915], [-2.433, -4.440, -1.801], [-0.835, -3.833, -2.272], [-2.279, -2.899, -2.693], [-3.904, -1.384, -0.822], [-4.672, -2.147, -0.613], [-3.789, -1.325, -1.912], [-4.281, -0.425, -0.447], [0.585, 4.274, 0.106], [-0.714, 4.630, 0.080], [-1.399, 5.196, -1.124], [-0.902, 4.687, -2.517], [-0.466, 3.260, -2.619], [0.821, 2.885, -2.585], [1.925, 3.805, -2.117], [1.599, 4.731, -0.894], [-1.303, 6.295, -1.107], [-0.081, 5.349, -2.825], [-2.484, 5.011, -1.051], [1.294, 5.703, -1.297], [0.994, 3.754, 0.982], [-1.321, 4.628, 0.991], [2.547, 4.912, -0.358], [2.834, 3.220, -1.881], [1.150, 1.908, -2.955], [2.230, 4.464, -2.952], [-1.718, 4.863, -3.234], [-1.268, 2.547, -2.858], [0.115, 0.690, 1.072], [1.141, -1.042, -1.389], [1.535, 1.323, 0.118], [2.279, 0.232, -0.683], [2.203, 1.854, 0.812], [1.132, 2.094, -0.544], [2.844, 0.678, -1.513], [2.981, -0.290, 0.000], [2.124, -2.543, -1.358], [1.521, -3.375, -1.721], [2.451, -2.735, -0.328], [2.998, -2.402, -2.006], [0.634, -0.835, -3.102], [1.480, -0.512, -3.719], [-0.197, -0.117, -3.178], [0.278, -1.812, -3.462], [0.630, 0.515, 2.776], [-0.244, 0.396, 3.421], [1.201, 1.411, 3.063], [1.282, -0.370, 2.838], [-1.421, 1.628, 0.990], [-2.079, 1.256, 0.186], [-1.196, 2.671, 0.777], [-1.946, 1.581, 1.949], [4.426, -4.379, 2.673], [3.467, -3.564, 3.192], [2.327, -4.319, 3.325], [3.864, -3.213, 4.455], [3.223, -2.286, 2.291], [4.254, -1.720, 1.914], [1.996, -2.007, 2.068]],
  "forces_ev_per_angstrom": [[-1.5, -1.6, 0.4], [0.2, -1.7, 0.3], [0.6, -0.5, 0.3], [-0.7, 0.1, -1.3], [-0.9, 1.0, 0.0], [-0.4, -0.6, 1.4], [-0.2, 0.5, 0.1], [0.0, -0.1, 0.2], [-0.1, 0.0, 0.0], [0.2, 0.1, -0.2], [0.3, 0.2, 0.6], [0.0, -0.3, -0.1], [-0.2, -0.1, 0.0], [0.1, 0.3, -0.2], [0.6, -0.2, -0.2], [0.1, 0.3, -0.1], [-0.1, -0.1, 0.0], [-0.1, 0.0, 0.2], [0.0, -0.1, -0.5], [0.2, 0.3, -0.1], [-0.2, 0.0, 0.0], [0.0, -0.2, 0.1], [-0.5, 0.2, -0.4], [0.1, 0.3, -0.1], [-0.1, 0.0, 0.3], [0.1, -0.2, -0.1], [-0.8, 0.5, 0.8], [1.0, 0.2, 0.0], [-0.5, 0.2, -0.4], [-0.1, 1.0, 0.5], [0.2, -0.5, -0.4], [-0.3, 0.3, -0.1], [0.6, 0.1, -0.1], [0.5, -0.1, -0.8], [-0.1, -0.2, -0.1], [-0.2, -0.3, -0.1], [0.4, 0.0, 0.1], [0.0, -0.2, 0.2], [-0.3, 0.5, -0.1], [0.2, -0.5, -0.2], [-0.4, -0.1, -0.2], [-0.5, 0.1, -0.2], [-0.4, 0.1, 0.4], [-0.1, -0.2, 0.3], [0.3, -0.1, 0.2], [0.5, 0.1, -0.1], [0.9, 0.2, 1.6], [1.8, -0.4, -0.3], [0.0, 0.6, -0.2], [0.0, 0.1, 0.0], [0.0, -0.3, -0.2], [0.0, -0.3, 0.0], [0.0, 0.0, 0.3], [-0.3, -0.1, -0.4], [0.4, -0.2, -0.1], [0.1, 0.0, 0.0], [-0.1, 0.1, -0.2], [-0.1, -0.2, 0.2], [0.2, 0.4, -0.6], [-0.2, 0.0, -0.1], [0.4, -0.1, -0.1], [0.1, 0.3, 0.1], [0.3, 0.4, 0.4], [0.1, 0.0, 0.0], [-0.3, -0.2, 0.1], [-0.2, 0.2, 0.0], [-0.2, 1.0, -0.1], [0.1, 0.1, 0.2], [-0.2, -0.1, -0.1], [0.1, -0.2, -0.2], [-0.9, 0.7, 0.4], [0.1, -0.3, 0.4], [0.8, 0.4, 0.0], [-0.4, -0.3, -1.1], [0.3, 0.1, -0.2], [-1.1, -0.3, 0.1], [0.9, -0.3, -0.2]]
}

***

Record 3
{
  "formula": "C12H16Cl3MoN3O",
  "method": "wB97M-V/def2-TZVPD",
  "charge": -2,
  "e_homo_ev": [-0.35, -0.49],
  "energy_ev": -58647.3621,
  "s2": 2.130,
  "fmax_ev_per_a": 3.22,
  "orbital_gap_ev": [5.60, 5.74],
  "spin_multiplicity": 3,
  "symbols": ["C", "C", "C", "C", "C", "C", "C", "C", "C", "C", "Mo", "Cl", "Cl", "Cl", "H", "H", "H", "H", "H", "H", "H", "H", "H", "H", "H", "H", "H", "H", "H", "O", "H", "N", "C", "N", "C", "N"],
  "positions_angstrom": [[-0.471, 0.832, -1.496], [-1.286, -0.355, -1.193], [-0.422, -1.486, -1.138], [-2.763, -0.418, -1.112], [0.940, -1.043, -1.235], [0.933, 0.377, -1.458], [2.136, 1.195, -1.750], [-0.893, 2.166, -1.452], [-0.875, -2.906, -1.176], [2.139, -1.924, -1.300], [0.241, 0.045, 0.701], [-2.109, 1.599, 1.302], [2.481, 0.145, 1.303], [-0.469, -1.933, 1.777], [-3.170, 0.543, -0.781], [-3.059, -1.187, -0.388], [-3.195, -0.681, -2.089], [-1.757, -3.054, -0.546], [-0.081, -3.573, -0.831], [-1.139, -3.199, -2.202], [1.969, -2.840, -0.730], [3.014, -1.431, -0.874], [2.373, -2.201, -2.334], [3.049, 0.658, -1.490], [2.117, 2.113, -1.162], [2.177, 1.463, -2.811], [-1.932, 2.364, -1.206], [-0.298, 2.903, -2.000], [-0.085, 2.850, 0.175], [0.716, 2.551, 0.669], [0.525, 2.675, 1.619], [0.096, 0.584, 2.789], [0.027, 0.444, 3.955], [-0.014, 0.156, 5.186], [-0.328, 0.960, 6.167], [-0.588, 1.608, 7.112]],
  "forces_ev_per_angstrom": [[-0.1, 0.7, 0.3], [1.4, -0.2, 0.1], [-0.1, 1.3, -0.6], [-0.4, 0.0, -0.1], [-0.6, 0.4, -0.2], [-1.1, -0.7, 0.3], [0.1, 0.3, 0.0], [-0.1, -0.8, -1.8], [0.0, -0.2, 0.4], [0.1, -0.2, 0.0], [-0.3, 0.3, 0.1], [-0.8, 0.2, 0.3], [1.6, -0.2, 0.4], [-0.1, -1.0, 0.1], [0.1, -0.3, 0.0], [-0.1, 0.2, -0.1], [0.0, 0.0, 0.0], [0.2, 0.0, 0.0], [-0.2, 0.0, 0.0], [0.1, 0.2, 0.0], [0.1, 0.0, 0.0], [-0.1, 0.0, 0.0], [0.0, 0.0, -0.1], [-0.1, 0.0, 0.0], [0.1, 0.0, 0.0], [0.0, 0.0, -0.1], [0.3, 0.2, -0.3], [-0.1, 0.0, 0.4], [0.0, -0.4, 0.2], [0.3, 0.1, 0.6], [-0.1, -0.2, -0.5], [0.0, 0.0, 2.1], [0.1, 0.6, -3.2], [0.0, -0.3, 1.6], [-0.3, 0.7, 0.7], [0.3, -0.7, -0.8]]
}

***

Record 4
{
  "formula": "C2H6S2",
  "method": "wB97M-V/def2-TZVPD",
  "e_homo_ev": -8.60,
  "energy_ev": -23840.3290,
  "fmax_ev_per_a": 0.61,
  "de_lowest_ev": 1.484,
  "orbital_gap_ev": 8.85,
  "smiles": "C=C.SS",
  "symbols": ["C", "C", "H", "H", "H", "H", "S", "S", "H", "H"],
  "positions_angstrom": [[-1.499, 1.784, 0.357], [-1.981, 0.568, 0.562], [-2.062, 2.494, -0.239], [-0.616, 2.129, 0.883], [-2.975, 0.304, 0.210], [-1.387, -0.238, 0.976], [2.395, -2.456, 0.000], [2.788, -0.867, -1.303], [1.311, -2.898, -0.645], [4.026, -0.822, -0.802]],
  "forces_ev_per_angstrom": [[-0.3, 0.0, 0.5], [-0.1, -0.2, -0.5], [0.0, 0.2, 0.3], [0.3, -0.1, -0.5], [0.2, -0.1, -0.2], [-0.1, 0.2, 0.5], [-0.2, -0.1, 0.2], [0.0, -0.1, 0.2], [0.0, 0.0, -0.1], [0.2, 0.2, -0.2]]
}

***

Record 5
{
  "formula": "C10H13DyN2O6",
  "method": "wB97M-V/def2-TZVPD",
  "charge": 2,
  "e_homo_ev": [-15.09, -15.29],
  "energy_ev": -49909.3301,
  "s2": 9.439,
  "fmax_ev_per_a": 5.98,
  "de_lowest_ev": 0.000,
  "orbital_gap_ev": [6.68, 6.99],
  "spin_multiplicity": 6,
  "symbols": ["O", "C", "Dy", "O", "C", "C", "O", "C", "O", "C", "O", "H", "C", "N", "C", "C", "O", "N", "C", "C", "H", "H", "H", "H", "H", "H", "H", "H", "H", "H", "H", "H"],
  "positions_angstrom": [[-1.345, -3.396, -2.349], [-0.635, -2.510, -2.359], [0.351, -0.363, -2.052], [2.920, -2.203, -0.300], [2.198, -1.710, -1.055], [2.001, 1.262, -2.439], [2.631, 2.200, -2.453], [-0.839, 0.457, -3.835], [-0.507, 1.538, -4.166], [1.587, -1.297, -4.177], [2.024, -1.644, -5.172], [-1.746, -0.292, -3.841], [-2.714, -0.046, 0.497], [-1.657, 0.258, 1.455], [-1.997, 0.591, 2.790], [-0.402, 0.250, 1.035], [-0.383, 0.013, -0.236], [0.781, 0.476, 1.638], [0.868, 0.506, 3.071], [2.084, 0.634, 0.982], [-3.665, 0.013, 1.035], [-2.629, -1.065, 0.071], [-2.769, 0.665, -0.351], [-1.546, -0.135, 3.476], [-1.657, 1.608, 3.031], [-3.077, 0.540, 2.869], [0.499, -0.432, 3.514], [1.917, 0.622, 3.339], [0.320, 1.371, 3.459], [2.775, -0.171, 1.291], [2.067, 0.687, -0.113], [2.545, 1.573, 1.346]],
  "forces_ev_per_angstrom": [[1.6, 1.9, -0.1], [-2.5, -4.0, -0.2], [0.2, 0.1, -0.8], [-2.8, 1.9, -3.0], [4.0, -3.0, 3.3], [2.9, 3.5, -0.6], [-1.0, -1.6, 0.0], [-0.7, -1.4, 0.4], [-0.9, 0.2, -0.6], [1.5, -1.2, -3.2], [-1.2, 1.0, 2.7], [0.1, 1.8, -1.2], [-0.8, -0.3, -0.6], [1.0, -0.1, 0.0], [-0.4, 0.4, 1.6], [0.0, 0.1, -1.7], [0.5, 0.4, 1.2], [-1.1, -0.3, -0.4], [0.1, 0.2, 1.4], [0.5, 0.3, 0.3], [0.3, -0.1, -0.2], [0.1, 0.5, 0.4], [0.2, -0.2, 0.6], [-0.5, 0.4, 0.1], [-0.4, -0.3, 0.1], [0.0, 0.1, 0.3], [0.2, 0.4, -0.1], [-0.1, 0.0, 0.1], [0.3, -0.3, 0.2], [-0.4, 0.2, -0.2], [-0.3, 0.0, 0.4], [-0.4, -0.3, -0.3]]
}